Record 1
A structure of composition C38H30F6GeN4O4S2Tc. Source: the Open Molecules 2025 dataset; level of theory: the ωB97M-V functional and the def2-TZVPD basis.

For the maximum force, the calculation gives 2.884 eV/A. As for the orbital gap (spin up / spin down): 4.936 / 7.725 eV. The LUMO energy (spin up / spin down) comes out at -0.45 / -0.48 eV. The calculation puts the energy above the lowest of the compared OMol25 structures with the same formula, charge and spin at 0.0 kJ/mol. Its total energy is -150731.1164 eV.

ORCA input file:
```
! RIJCOSX wB97M-V def2-TZVPD def2/J DEFGRID3
* xyz 0 4
Tc -0.14 1.26 0.03
C -1.91 1.22 2.95
C -0.45 1.46 3.16
C 0.02 1.64 4.44
C 1.39 1.82 4.66
C 2.23 1.81 3.59
C 1.72 1.64 2.30
N 0.37 1.49 2.08
C 2.54 1.62 1.12
C 3.91 1.79 1.06
C 4.55 1.84 -0.17
C 3.79 1.78 -1.34
C 2.42 1.60 -1.26
N 1.82 1.43 -0.04
C 1.50 1.55 -2.37
C 1.86 1.89 -3.67
C 0.92 1.81 -4.67
C -0.36 1.36 -4.36
C -0.68 1.05 -3.05
C -2.06 0.55 -2.74
N 0.23 1.18 -2.05
H -2.36 0.87 3.88
H -2.08 0.49 2.16
H -2.40 2.16 2.67
H -0.67 1.61 5.27
H 1.77 1.95 5.67
H 3.30 1.92 3.72
H 4.49 1.88 1.97
H 5.62 1.95 -0.22
H 4.27 1.87 -2.30
H 2.86 2.23 -3.87
H 1.16 2.08 -5.69
H -1.11 1.24 -5.13
H -2.37 -0.16 -3.50
H -2.76 1.38 -2.75
H -2.10 0.07 -1.77
F -4.91 1.89 0.26
C -4.41 3.10 0.45
F -5.15 3.99 -0.19
F -4.43 3.38 1.75
S -2.67 3.12 -0.21
O -2.26 1.74 0.02
O -2.75 3.54 -1.57
N -1.97 4.14 0.77
S -0.54 4.57 0.22
O 0.01 3.49 -0.58
O 0.29 5.16 1.21
C -0.91 5.93 -1.03
F -2.18 6.32 -0.93
F -0.13 6.98 -0.78
F -0.67 5.51 -2.27
C -0.26 -0.59 0.22
Ge -0.14 -2.50 0.11
C 0.05 -3.11 1.97
C 1.06 -3.98 2.36
C 1.25 -4.29 3.71
C 0.42 -3.72 4.67
C -0.60 -2.86 4.29
C -0.78 -2.56 2.95
C 1.52 -2.83 -0.89
C 2.62 -2.01 -0.61
C 3.81 -2.18 -1.29
C 3.93 -3.17 -2.26
C 2.84 -3.99 -2.55
C 1.65 -3.82 -1.86
C -1.72 -3.24 -0.81
C -2.63 -4.07 -0.17
C -3.75 -4.53 -0.85
C -3.97 -4.16 -2.16
C -3.06 -3.34 -2.81
C -1.93 -2.89 -2.14
H 1.72 -4.41 1.61
H 2.04 -4.96 4.01
H 0.57 -3.95 5.71
H -1.24 -2.42 5.04
H -1.57 -1.87 2.64
H 2.51 -1.23 0.13
H 4.66 -1.54 -1.06
H 4.86 -3.31 -2.79
H 2.93 -4.76 -3.30
H 0.80 -4.45 -2.09
H -2.47 -4.36 0.87
H -4.46 -5.19 -0.34
H -4.85 -4.52 -2.69
H -3.23 -3.05 -3.84
H -1.21 -2.27 -2.64
*
```


Record 2
The molecule C6H12ClOP. Source: the Open Molecules 2025 dataset; level of theory: the ωB97M-V functional and the def2-TZVPD basis.

For the maximum force, the calculation gives 3.677 eV/A. As for the orbital gap (spin up / spin down): 7.826 / 7.940 eV. The LUMO energy (spin up / spin down) comes out at -0.19 / 0.13 eV. The calculation puts the energy above the lowest of the compared OMol25 structures with the same formula, charge and spin at 262.6 kJ/mol. Its total energy is -30272.8118 eV.

ORCA input file:
```
! RIJCOSX wB97M-V def2-TZVPD def2/J DEFGRID3
* xyz 0 1
C 0.35 0.81 -0.48
C -1.16 0.86 -0.41
C 0.32 -1.83 -0.39
C 1.11 1.10 -1.66
C -1.64 0.86 1.03
C 0.37 -2.28 1.11
O -1.80 -0.36 -1.01
P -1.21 -1.77 -1.24
Cl -0.56 -1.76 -3.18
H 0.84 0.71 0.46
H -1.53 1.68 -1.08
H 1.16 -2.21 -0.94
H 0.61 0.68 -2.48
H 2.24 0.78 -1.82
H 1.11 2.21 -1.86
H -1.08 0.14 1.65
H -2.66 0.65 1.00
H -1.31 1.85 1.50
H 0.98 -3.16 1.26
H -0.58 -2.51 1.48
H 0.68 -1.39 1.69
*
```


Record 3
A structure of composition B4CuF16. Source: the Open Molecules 2025 dataset; level of theory: the ωB97M-V functional and the def2-TZVPD basis.

For the maximum force, the calculation gives 5.156 eV/A. As for the orbital gap (spin up / spin down): 12.845 / 4.059 eV. The LUMO energy (spin up / spin down) comes out at 2.92 / -5.85 eV. Its total energy is -90845.2936 eV.

ORCA input file:
```
! RIJCOSX wB97M-V def2-TZVPD def2/J DEFGRID3
* xyz -1 3
Cu 0.07 -0.17 0.07
B -0.03 2.37 -0.85
F 0.61 2.42 -2.08
F 0.98 1.95 0.06
F -0.36 3.62 -0.44
F -1.01 1.37 -0.65
B -0.11 -1.44 -2.18
F -1.28 -1.28 -1.55
F 0.82 -0.44 -1.90
F 0.43 -2.61 -1.52
F -0.23 -1.65 -3.55
B -2.00 0.19 1.71
F -0.77 0.72 1.86
F -2.37 -0.43 2.86
F -2.88 1.19 1.38
F -1.94 -0.71 0.77
B 2.03 -1.07 1.20
F 3.09 -1.76 1.70
F 2.37 -0.46 0.05
F 0.88 -1.81 1.06
F 1.70 -0.02 2.02
*
```


Record 4
The molecule C3H7F2O2P. Source: the Open Molecules 2025 dataset; level of theory: the ωB97M-V functional and the def2-TZVPD basis.

For the maximum force, the calculation gives 8.009 eV/A. As for the orbital gap: 10.685 eV. The LUMO energy comes out at 0.71 eV. The SMILES is CCO[P@@H](=O)C(F)F. The calculation puts the energy above the lowest of the compared OMol25 structures with the same formula, charge and spin at 429.5 kJ/mol. Its total energy is -22041.6352 eV.

ORCA input file:
```
! RIJCOSX wB97M-V def2-TZVPD def2/J DEFGRID3
* xyz 0 1
C -2.03 -0.81 -0.39
C -1.51 0.58 -0.47
O -0.09 0.84 -0.09
P 0.94 -0.30 0.10
O 1.45 -1.34 -1.21
C 2.45 0.55 0.70
F 2.59 1.61 -0.07
F 2.62 0.99 1.92
H -3.11 -0.65 -0.48
H -1.56 -1.44 -1.16
H -1.76 -1.19 0.66
H -2.08 1.24 0.29
H -1.59 1.10 -1.52
H 0.47 -0.91 1.28
H 3.21 -0.27 0.41
*
```